Entry 1:
38
Properties=species:S:1:pos:R:3 method="wB97M-V/def2-TZVPD" multiplicity=1 energy_ev=-106048.5625 lumo_ev=3.3811 e_homo_ev=-0.51 total_charge=-3 orbital_gap_ev=3.89
O -1.02661 1.15381 2.84894
S -3.01918 -0.32812 -1.53366
O 0.57239 -1.21845 -1.86921
Hf -0.01707 -1.81106 0.15523
O -4.21993 -2.06150 1.48286
O -0.28456 -0.37275 4.55734
O 3.33206 -2.65328 1.52661
Hf -1.99815 1.82559 1.02013
O 4.35135 -1.27027 -0.17714
O 0.21526 -0.81005 2.21093
O -1.80701 -2.14839 1.35325
H -1.42236 3.03442 -1.83605
H 2.54321 1.89487 0.14326
H 2.41023 2.23256 -1.79141
O 1.52181 -0.07614 -3.75137
H 3.12992 1.25635 1.44315
O -1.01495 2.71627 -1.02118
O 1.45353 2.14841 -1.72455
O 2.95531 2.15545 0.97149
O 3.62835 -0.25132 1.92072
O -4.30404 -0.99754 -1.41737
O -2.98015 0.95147 -0.65820
O -2.79842 0.09506 -2.90106
O -0.43215 0.52972 0.18678
O 1.53838 -2.50544 -3.71486
O -2.97598 -1.66586 3.46327
O -0.53328 -1.31881 -4.03886
S 3.38147 -1.30172 0.91364
O -1.90649 -1.17750 -0.97796
O -2.82523 -0.03494 1.70608
S -3.00529 -1.52157 2.03380
H -0.10695 2.37019 -1.28971
S 0.12345 0.20367 3.29817
O 1.32086 0.98997 3.43453
S 0.75933 -1.30600 -3.41364
H 0.20729 0.87875 -0.45045
O 1.97318 -1.03807 0.31392
H 1.26042 1.43221 -2.41742

***

Entry 2:
120
Properties=species:S:1:pos:R:3 method="wB97M-V/def2-TZVPD" s_squared=0.751 multiplicity=2 energy_ev=-83196.0941 lumo_ev="1.6291 / 1.5867" relative_energy_kcal_mol=95.7 e_homo_ev="-0.23 / -7.41" total_charge=-1 orbital_gap_ev="1.85 / 9.00"
O -2.09983 0.89589 -0.79967
H 2.57622 -3.51278 -1.70865
H -0.08686 -6.43715 -0.42141
H 4.58198 -0.11429 1.00353
H -2.63905 3.36338 -2.04561
O -0.08770 -1.94251 -0.67569
H 3.29587 2.50528 4.65795
H -4.39261 3.15308 0.17901
O -4.12562 1.75661 0.76965
O 2.12352 2.79067 -0.55588
H -3.50068 -4.74129 -2.49187
O 5.27586 3.32936 0.88246
H -2.17910 -1.33243 -2.37302
H -0.09418 -0.65188 2.69722
H 4.76885 4.06768 0.58571
H -3.90642 4.47043 -0.58373
H -2.88694 4.77418 -2.75169
O -5.54998 1.92914 3.18550
H 1.11371 2.50361 -4.07917
H -2.58661 -4.30569 -1.39057
H -0.38742 0.06136 5.90739
O -3.40632 -3.69278 3.23367
O -0.99612 2.32344 3.78798
O -2.62608 -1.99576 -1.86171
H 0.08274 2.08922 -0.03845
H 0.07542 -0.85607 -3.42860
H -0.06062 -5.76513 -3.95414
H -2.40297 0.50909 -3.84804
H 1.53433 -1.19360 -4.03077
H -0.21867 2.47556 4.29332
H 0.46953 4.10020 -1.70099
H 4.21749 -3.84969 -0.97463
O -2.54108 2.39560 -4.50452
O 0.58916 -1.38429 -4.03828
O 2.37063 -3.58110 2.00416
O -4.68885 4.05369 -0.22687
O 2.22586 -3.72990 -3.57100
H -4.97566 1.65308 1.43567
H 1.29342 -3.48770 -3.65431
H 1.81669 -4.55152 -1.03482
O 5.85413 -1.38399 0.38893
H -0.61290 -1.66242 0.08039
H -1.38463 3.24224 3.69335
O -2.63808 -4.96442 -2.08867
O -3.30790 0.50851 3.65847
H 3.51564 1.49954 5.47320
H 4.18063 -4.64104 0.11298
H 6.16342 -2.18462 0.75832
H 2.27801 3.35974 -2.15159
H 5.38982 2.70012 0.19077
O -4.68253 -1.14338 -0.27948
O -2.76829 -0.95627 1.27391
H 0.46585 -2.62662 -0.26054
H 1.58496 2.02105 -0.78340
H -4.11203 -3.83843 2.60231
O 2.94172 3.69035 -2.81324
H -0.35051 1.98238 -3.54798
H -1.60793 2.24965 -4.58518
H -0.86594 4.99624 1.96378
O -1.05313 -0.25952 5.26283
H 1.03422 1.07726 -6.17405
H 3.37650 -1.04015 -2.06641
O -0.78880 0.05651 2.46206
H -2.79492 0.94103 -0.12716
H -5.93875 1.04292 3.25447
H 2.51132 -0.22646 3.40164
H -0.47304 0.92247 2.27247
H 0.49982 4.95790 2.82415
O 1.88180 -0.71436 2.76666
H 2.42750 -4.24752 1.27494
H -3.67723 -0.91828 0.88797
H -0.61620 -3.18419 3.41217
H -2.93605 2.94107 -5.13972
H -4.33205 -1.32699 -1.13703
H -2.20114 -0.19941 1.48938
H -5.61992 -1.00954 -0.43678
H 2.53269 2.74745 0.29370
O -2.65696 4.36504 -1.92251
O 0.70105 -5.91453 -0.67140
H 5.02225 1.36469 1.35111
H 2.41652 -4.22249 2.73850
H 1.03760 -6.39460 -1.48404
H -0.69620 -0.68955 4.52694
H 2.99916 -0.30870 0.11803
H -2.86696 0.69849 4.52604
O -0.52091 -3.46958 4.33508
O -1.68243 0.39349 -3.21386
O 4.72114 -4.59129 -0.71084
H 4.04958 -1.84563 -3.10130
O -1.89191 4.92983 2.15905
H 1.85312 5.72712 2.91517
H -3.43684 2.17037 1.30331
H 0.55631 4.82953 -0.45438
O 0.54047 -5.78837 -3.18732
H -5.08454 1.97942 4.02240
O 2.40109 -0.41684 -0.62142
O 0.23417 1.30758 0.45693
H -3.19849 -2.73755 3.17480
O 3.51724 1.51730 4.46961
H -2.27039 5.23368 1.32165
O 0.30511 2.67129 -3.54388
O 4.29476 0.77790 1.14419
H -2.64243 -1.32029 -1.12196
H 2.50175 -2.73294 -3.31035
H -1.91025 0.98656 -2.48504
H -0.20555 -5.36405 -2.59631
H -1.38698 -3.92726 4.34642
O 1.10299 5.36056 3.39979
O -0.08473 4.37834 -0.94813
H -1.21356 0.96009 -0.34247
O 2.17518 -3.64371 -0.79887
O 0.24576 1.09181 -5.60525
H 6.22375 -1.29671 -0.48233
O 3.57586 -1.01508 -3.02940
H 0.42889 0.25138 -5.13061
H -2.63684 0.17483 3.05483
H 2.35791 3.59636 -3.54991
H 1.72647 -1.01713 -0.21049
H 1.10155 0.97303 0.11478
H 2.44821 -1.52621 2.95665

***

Entry 3:
120
Properties=species:S:1:pos:R:3 method="wB97M-V/def2-TZVPD" multiplicity=1 energy_ev=-83191.9098 lumo_ev=-0.4663 relative_energy_kcal_mol=320.7 e_homo_ev=-10.36 orbital_gap_ev=9.89
H -0.75241 -3.27829 -4.52581
O -5.13923 -1.85220 1.26456
O 1.63853 1.23558 6.03625
H 1.09367 4.20041 4.90195
H 2.28643 -2.17722 -2.16909
H -1.84243 0.25979 -3.61145
H -0.98138 4.81413 -3.23333
O 1.57265 -1.75656 -2.71192
H 5.66589 1.44325 0.22631
H 1.04571 -2.45048 -3.08247
O -3.32221 -3.20503 0.17828
H 0.96462 -1.36164 4.84801
H 5.83534 1.24278 -1.89478
H -1.26909 4.20697 2.46076
H -4.72606 -0.24156 -0.57225
H 0.26434 -6.27730 1.06792
H 1.88697 -0.33730 2.37279
H 0.87596 1.68601 -1.52449
O -4.15935 4.22054 -2.19123
O 4.02487 -4.05416 -2.59916
H -1.75269 -4.98949 -3.06694
H -4.20640 1.34759 3.37062
O 0.73113 -0.81196 4.07073
H -3.64508 3.51409 -1.84009
H -0.27619 -1.85025 -0.00998
O -2.06815 5.23536 -0.85017
O -2.65753 -1.58101 2.36971
H 1.39320 -3.50821 1.95559
O -5.18785 -3.52896 -2.04282
O 1.95924 -5.94248 -0.71922
O 5.78191 -0.45680 -0.71033
H 4.15345 -2.19723 4.84244
H -0.57105 -1.58529 -4.50806
H -5.96993 -0.81543 -1.19099
H 3.49282 3.29323 -3.70023
H 6.46936 -0.81794 -0.26680
O -1.60416 -0.63640 -3.59873
O -4.48385 0.08140 -4.00423
H 2.75728 -0.62683 -3.21677
H 2.29665 0.89446 6.53493
H -2.98594 -3.08074 1.11980
H -2.96653 -4.00373 -3.06427
O 4.35531 0.47362 3.88429
H 3.00526 -2.42810 3.65108
H 1.07813 4.84155 0.81595
O 3.22307 -0.22080 -0.54874
H -2.73167 -2.50750 -0.09659
H 2.77919 3.38844 -4.92397
O -0.44370 -6.66909 1.65663
O 3.07077 0.13998 -3.79151
H 1.35748 -6.45616 -0.37222
H 4.28984 -3.21639 -2.30618
H -1.12381 3.67324 1.06738
O -1.56112 -1.34293 6.16388
H -0.67124 -3.20425 -0.23577
O -1.48128 4.49115 -3.96664
H -0.99796 2.75703 -3.73496
H -2.28564 -0.83292 6.59431
H 0.10707 2.80662 -1.92637
O 1.78685 -3.35936 1.06516
H -0.54461 4.42355 5.22320
H -0.25476 -0.64266 4.39921
H 2.53907 5.67922 0.44699
H 2.23407 -6.05743 -1.67683
H -1.28720 1.67856 0.55201
O -0.94506 -2.50878 0.34623
H -4.98017 -0.75085 -4.10219
H -2.89598 5.32229 -1.35825
H 5.70833 2.39250 1.51898
O 0.38755 2.38916 -1.10405
H -5.66025 -2.67770 0.88276
H -5.50640 -2.56647 -1.87178
H -4.55207 -0.05116 -2.96865
H -4.99730 3.82971 -2.39635
O -1.94242 2.45649 5.57070
H -1.11992 -6.65181 1.08297
H -2.91176 2.31596 5.25788
O -2.02652 -4.01576 -2.82645
H 5.29738 0.51951 3.63353
H -0.96557 4.71279 -4.71586
O 2.60917 -0.81960 1.95168
O -1.51112 1.92539 -3.67497
H -4.71779 -2.04193 2.13120
H 0.89227 3.23148 -4.51738
O 2.72173 3.64841 -4.02740
O -4.16066 2.27950 3.36115
O -2.08567 1.45269 -0.03034
O 0.51454 0.49369 1.27539
H -2.27714 2.18082 -4.34190
H 3.82348 0.29146 3.14787
O 1.99538 5.07201 1.14659
O 0.10543 4.12372 4.59556
H -1.94972 -1.14285 -2.83872
H 4.98592 0.69942 -2.97387
H -2.14140 4.64921 -0.13040
H 3.37155 0.84980 -3.18266
H 3.81849 -3.72763 -3.48808
H 3.18724 -0.03723 0.34046
O 0.74577 2.71664 -5.42878
O 3.44871 -2.76726 4.52491
H -4.88927 -3.88703 -1.15607
H 1.06115 1.10933 1.33742
H 2.12651 -1.25879 1.22204
O 6.17313 1.63398 0.95771
H -1.06503 -1.92081 6.59488
O -0.73661 3.72687 1.91790
H 5.00549 -0.81965 -0.24397
H 1.50185 2.12176 6.19072
O 5.48038 1.55482 -2.77209
H -2.22808 -2.35251 2.70042
O -5.09164 -0.30767 -1.43037
H -2.44789 -1.59467 1.40324
O -0.20442 -2.54800 -4.58641
H 0.06209 0.23970 2.06873
H -1.69486 3.09505 4.83163
H -5.01774 2.66561 3.68507
H -1.59173 0.74971 -0.55850
H 2.86002 0.63484 -0.81551
H 1.97067 -4.09399 0.46588
H 0.39434 1.79139 -5.25781

***

Entry 4:
120
Properties=species:S:1:pos:R:3 method="wB97M-V/def2-TZVPD" multiplicity=1 energy_ev=-83194.8648 lumo_ev=-0.7124 relative_energy_kcal_mol=252.5 e_homo_ev=-10.04 orbital_gap_ev=9.33
H -2.17875 -0.74008 -2.82975
H -2.65064 -2.59740 5.62314
O 4.11093 -2.50468 2.35598
H -2.80403 1.15953 4.88788
O 0.72583 -0.16296 3.82890
O 5.02016 2.09582 -0.41915
O 2.08703 -2.49128 3.98133
H 3.38937 0.11318 0.23387
H -5.83256 0.98425 2.78902
H 3.38936 0.06891 -2.40825
H -4.33849 2.13535 -2.19261
H -3.19723 -4.24806 0.71761
H 1.18041 0.45746 -0.02242
O -2.93519 1.44481 3.97621
O -0.98143 -4.01028 3.60416
H -4.04105 -2.02977 5.21562
H 2.55566 1.67584 -1.37993
O -3.95950 2.95997 1.91116
H 3.29774 4.04379 -2.78425
O 1.50390 5.51761 0.28193
H 0.10897 -5.25016 -3.13516
H 3.69810 2.86303 1.23382
H 5.31908 3.01940 -0.62585
H -2.20824 2.31665 -1.22983
H -4.36112 2.27190 2.47331
H 1.35091 1.02933 -2.07640
O 0.34710 -2.24861 -3.75343
H -1.45872 2.02516 -4.42048
O 3.21950 3.56507 1.66931
H -1.05689 -1.19016 1.26781
H 0.31143 3.04921 0.75757
O -3.02485 2.02673 -0.75265
O -2.10388 -2.26740 -0.91297
H -2.40335 -4.42386 -0.51237
H 1.32455 -0.32270 -5.67784
H -0.38318 -2.37842 -3.06309
H -1.88589 -2.09564 0.06856
H -1.41385 4.51962 -2.49292
H -3.17817 2.96758 -0.63148
H 3.17649 -2.50615 2.64213
O -3.21317 -1.81569 5.71522
H 0.80561 -4.31251 -2.31216
H -3.02879 2.70143 1.90182
O 5.04279 -2.92805 -0.29055
H -3.36527 -1.64250 2.27965
H 0.13455 -2.81509 2.41945
O 0.67131 -5.36122 -2.38556
H 1.05567 4.99750 -0.39004
H -5.47351 0.05102 -1.05924
O -1.26848 -0.31919 1.72293
O 0.41295 -0.17819 -5.95184
O -0.38814 4.74816 2.61274
O 4.05963 3.90541 -3.33949
O -6.52499 0.67819 2.14657
H -1.38080 2.35818 3.16058
H -2.66916 -1.66049 -1.33612
H 4.95807 1.57805 -1.23138
H 0.84846 0.43896 3.10905
O 1.86508 -2.91834 -1.37807
H 5.75793 -3.59682 -0.59618
O -2.16336 4.01762 -2.14536
O -2.52237 -4.89150 0.38009
H -2.99530 4.48784 -2.08964
H 6.31208 -1.42798 -2.46791
H -6.10573 0.51336 1.30133
O 0.46414 -2.42943 1.62357
H 2.73720 4.22104 1.20368
O 4.38073 -1.27763 4.80245
H -0.18987 -0.80640 -5.56262
H 4.40813 -1.72678 1.88310
H 0.14214 0.39422 4.34126
H -2.03097 -0.21003 1.11773
H 3.74085 -0.69457 4.45587
O -1.91465 1.81386 -3.55438
H -0.58109 2.02056 -6.44895
H -0.95839 0.98945 -2.30004
H -3.06409 2.37995 4.42404
H -1.34234 5.02002 2.71547
O 0.87992 0.35400 0.86840
O -0.56141 0.47737 -1.55012
H -4.32505 3.49916 -2.89195
H -5.85669 -1.08489 -2.24275
O 3.68232 0.77217 -2.94996
O -4.88258 2.84751 -2.51230
H 1.64506 -3.29862 -0.55135
H 1.49778 -5.56661 0.75961
H 0.08251 4.92869 1.85937
H -0.94748 -4.85166 3.11527
H 4.67105 0.65158 -3.01397
O -4.27002 -1.60202 1.77411
H -0.04715 -3.88640 3.58834
H 1.08289 -2.14432 -3.15412
H 0.06612 2.78748 -5.46263
O 1.73293 1.83243 -1.77984
H -1.25857 0.68692 -0.95150
O 5.79739 -0.81473 -2.97900
H 2.13106 -2.80010 4.87010
H 1.93221 -1.95413 -1.16613
O 3.51529 -0.42214 -0.57091
O -5.31573 -0.74135 -1.53974
H 4.33444 -0.98080 -0.52177
O -2.68528 -1.22327 -3.46108
H -1.82503 2.79640 -3.51715
O -0.76874 2.82430 -5.88613
H 5.43456 -1.55052 -3.60800
H 4.52440 -3.50561 0.29800
O -0.46220 2.20027 3.41895
H -4.74074 -2.40954 2.03334
O -0.59113 2.70130 0.89698
H 1.62112 -1.66066 4.02709
H -0.14347 1.85170 1.01401
H 0.38987 -3.18676 1.03603
H 0.75620 -0.58431 1.12140
H -3.65409 -1.26739 -3.05164
H 1.36715 6.32610 -0.21602
H 4.02906 -2.17187 4.58925
O 0.84521 -6.27228 0.74744
H 0.00828 2.99662 3.25272
H 4.04827 2.88185 -3.38995
H 0.82964 -6.63044 -0.11438